## a
Density functional theory data (wB97M-V/def2-TZVPD) for a 2-piece molecular cluster, C8H11ClNS overall.

Last columns: bonded neighbours and bond lengths (Å).
Positions of all 22 atoms, in Å:
1 C 1.881 -1.979 1.458  C2 1.361, C3 1.422, H12 1.048
2 C 1.699 -0.695 1.870  C1 1.361, C4 1.376, H13 1.035
3 C 0.898 -2.551 0.606  C1 1.422, C5 1.414, H14 1.113
4 C 0.774 0.122 1.262  C2 1.376, C6 1.450, H15 1.061
5 C -0.045 -1.735 -0.059  C3 1.414, C6 1.391, H16 1.063
6 C -0.144 -0.385 0.261  C4 1.450, C5 1.391, C8 1.466
7 C -1.686 1.680 0.084  C8 1.528, Cl11 1.810, H17 1.148, H18 1.057
8 C -1.025 0.458 -0.553  C6 1.466, C7 1.528, S10 1.743
9 N 0.400 1.318 -1.821  H19 0.922, H20 1.051, H21 1.044
10 S -2.071 -0.264 -1.745  C8 1.743, H22 1.367
11 Cl -0.602 3.111 0.313  C7 1.810
12 H 2.581 -2.571 1.967  C1 1.048
13 H 2.479 -0.345 2.454  C2 1.035
14 H 0.994 -3.584 0.204  C3 1.113
15 H 0.705 1.162 1.461  C4 1.061
16 H -0.734 -2.309 -0.628  C5 1.063
17 H -2.672 1.886 -0.466  C7 1.148
18 H -2.027 1.509 1.069  C7 1.057
19 H 1.048 0.725 -2.101  N9 0.922
20 H -0.150 1.511 -2.696  N9 1.051
21 H 0.696 2.218 -1.384  N9 1.044
22 H -3.001 0.719 -1.556  S10 1.367

For the frontier orbital gap, the calculation gives 8.19 eV. Its charge is +1.


## b
Density functional theory data (wB97M-V/def2-TZVPD) for an isolated ion of composition C8H11ClNS and charge +1.

Last columns: bonded neighbours and bond lengths (Å).
Positions of all 22 atoms, in Å:
1 C 3.486 -0.014 0.108  C2 1.523, H12 1.085, H13 1.089, H14 1.081
2 C 2.077 -0.587 0.187  C1 1.523, Cl3 1.780, C4 1.544, H15 1.084
3 Cl 1.517 -0.569 1.877  C2 1.780
4 C 1.140 0.225 -0.734  C2 1.544, C5 1.495, H16 1.088, H17 1.087
5 C -0.296 0.244 -0.319  C4 1.495, C6 1.392, N11 1.345
6 C -1.040 -0.886 0.007  C5 1.392, C7 1.383, H18 1.076
7 C -2.371 -0.762 0.358  C6 1.383, S8 1.783, C9 1.396
8 S -3.321 -2.182 0.867  C7 1.783, H19 1.342
9 C -2.967 0.500 0.409  C7 1.396, C10 1.379, H20 1.073
10 C -2.204 1.598 0.074  C9 1.379, N11 1.346, H21 1.075
11 N -0.915 1.437 -0.276  C5 1.345, C10 1.346, H22 1.011
12 H 3.512 0.935 0.635  C1 1.085
13 H 3.703 0.189 -0.939  C1 1.089
14 H 4.222 -0.707 0.490  C1 1.081
15 H 2.102 -1.611 -0.164  C2 1.084
16 H 1.508 1.247 -0.776  C4 1.088
17 H 1.205 -0.187 -1.738  C4 1.087
18 H -0.570 -1.854 -0.002  C6 1.076
19 H -3.810 -2.504 -0.340  S8 1.342
20 H -3.991 0.631 0.704  C9 1.073
21 H -2.608 2.595 0.084  C10 1.075
22 H -0.378 2.262 -0.511  N11 1.011

For the frontier orbital gap, the calculation gives 8.82 eV. Its charge is +1.


Of them, a has the lowest stability.